# 1
Here is C30H44Br60N as an isolated structure in a non-equilibrium geometry from the Open Molecules 2025 dataset. Energies are from ωB97M-V with the def2-TZVPD basis set.

Properties
**ΔE to the lowest compared entry with this formula, charge and spin**: 3.219 eV
**Total charge**: +1
**Gap between HOMO and LUMO**: 0.2879 Ha
**Highest occupied orbital energy**: -10.71 eV

Last column: Löwdin charge in e.
Atoms and positions in Å:
C (-0.801, 0.612, 2.199)  -0.149
C (-1.680, -0.108, 1.119)  -0.233
C (-2.118, 0.878, -0.010)  -0.234
C (-3.447, 0.453, -0.663)  -0.200
C (-4.721, 0.855, 0.134)  -0.204
C (-4.613, 2.218, 0.860)  -0.213
C (-5.914, 2.480, 1.676)  -0.198
C (-7.204, 2.537, 0.822)  -0.200
C (-7.923, 1.127, 0.681)  -0.169
C (-9.154, 0.974, 1.633)  -0.298
N (-9.230, -0.499, 2.016)  -0.298
H (0.256, 0.353, 2.081)  -0.026
H (-1.134, 0.268, 3.192)  0.074
H (-0.948, 1.695, 2.102)  0.010
H (-1.043, -0.888, 0.667)  0.085
H (-2.548, -0.601, 1.584)  0.097
H (-2.087, 1.927, 0.317)  0.074
H (-1.337, 0.788, -0.789)  0.095
H (-3.459, -0.650, -0.748)  0.111
H (-3.497, 0.816, -1.704)  0.107
H (-4.931, 0.093, 0.905)  0.105
H (-5.543, 0.934, -0.600)  0.104
H (-4.360, 3.059, 0.201)  0.061
H (-3.812, 2.116, 1.615)  0.110
H (-6.007, 1.629, 2.380)  0.110
H (-5.799, 3.391, 2.286)  0.104
H (-7.916, 3.178, 1.384)  0.016
H (-7.083, 3.025, -0.155)  0.120
H (-7.222, 0.317, 0.945)  0.092
H (-8.217, 1.033, -0.378)  0.120
H (-10.028, 1.336, 1.086)  -0.045
H (-8.985, 1.573, 2.538)  0.087
H (-10.061, -0.666, 2.575)  0.035
H (-8.400, -0.763, 2.562)  0.135
H (-9.260, -1.083, 1.105)  -0.041
C (0.375, 4.323, 4.265)  -1.600
Br (-0.264, 4.142, 6.074)  0.548
Br (1.471, 2.829, 3.731)  0.607
Br (-1.080, 4.618, 3.029)  0.552
H (1.003, 5.204, 4.233)  -0.028
C (-12.747, -1.415, 0.179)  -1.505
Br (-12.340, -2.891, -0.991)  0.618
Br (-13.688, -1.979, 1.761)  0.624
Br (-11.150, -0.405, 0.641)  0.881
H (-13.401, -0.746, -0.365)  -0.018
C (2.965, -0.616, -0.283)  -1.576
Br (2.122, -1.491, 1.210)  0.612
Br (3.178, -1.816, -1.782)  0.527
Br (2.036, 1.003, -0.771)  0.569
H (3.960, -0.330, 0.039)  -0.094
C (6.394, -2.560, 0.699)  -1.602
Br (7.790, -2.267, -0.598)  0.565
Br (6.773, -4.066, 1.843)  0.592
Br (6.032, -0.963, 1.726)  0.606
H (5.491, -2.798, 0.148)  -0.055
C (3.329, -2.578, -5.949)  -1.622
Br (3.872, -3.323, -7.644)  0.592
Br (1.501, -1.965, -5.983)  0.584
Br (3.642, -3.813, -4.501)  0.546
H (3.952, -1.711, -5.766)  -0.069
C (3.951, -6.801, 2.379)  -1.633
Br (3.109, -7.684, 3.876)  0.567
Br (4.160, -7.986, 0.875)  0.558
Br (3.027, -5.179, 1.892)  0.533
H (4.945, -6.514, 2.698)  -0.057
C (-10.173, -4.478, 2.915)  -1.534
Br (-9.743, -2.842, 1.952)  0.808
Br (-11.299, -4.107, 4.431)  0.616
Br (-10.932, -5.813, 1.754)  0.621
H (-9.240, -4.875, 3.295)  -0.019
C (-3.196, 6.035, -1.339)  -1.624
Br (-3.825, 5.903, 0.479)  0.547
Br (-2.115, 4.511, -1.826)  0.588
Br (-4.648, 6.314, -2.577)  0.575
H (-2.560, 6.909, -1.390)  -0.120
C (7.327, -11.348, 0.825)  -1.603
Br (7.686, -9.660, -0.042)  0.537
Br (6.150, -11.142, 2.340)  0.521
Br (6.663, -12.665, -0.421)  0.562
H (8.271, -11.718, 1.204)  -0.026
C (-10.392, 5.092, 2.444)  -1.587
Br (-10.431, 4.071, 0.801)  0.663
Br (-12.158, 5.627, 2.991)  0.611
Br (-9.457, 4.153, 3.852)  0.612
H (-9.832, 5.995, 2.240)  -0.021
C (-2.872, 10.294, 0.300)  -1.605
Br (-2.339, 9.552, -1.402)  0.625
Br (-4.684, 10.951, 0.253)  0.582
Br (-2.600, 9.056, 1.757)  0.554
H (-2.230, 11.145, 0.484)  -0.029
C (-3.721, 2.989, 8.042)  -1.629
Br (-4.066, 3.650, 6.260)  0.530
Br (-2.410, 4.061, 8.968)  0.561
Br (-5.347, 2.814, 9.064)  0.568
H (-3.302, 1.996, 7.937)  -0.027
C (3.778, 3.415, -3.558)  -1.583
Br (3.825, 2.483, -5.247)  0.572
Br (1.966, 3.807, -3.011)  0.545
Br (4.760, 2.476, -2.184)  0.508
H (4.274, 4.365, -3.705)  -0.116
C (5.412, 5.689, -0.113)  -1.621
Br (5.149, 6.365, -1.902)  0.543
Br (6.637, 6.790, 0.892)  0.585
Br (3.735, 5.446, 0.814)  0.555
H (5.865, 4.711, -0.208)  -0.053
C (10.003, -10.470, -3.812)  -1.618
Br (8.243, -11.258, -3.779)  0.545
Br (9.923, -8.582, -4.198)  0.545
Br (10.984, -10.830, -2.188)  0.558
H (10.547, -10.939, -4.621)  -0.030
C (6.440, 6.496, -5.882)  -1.607
Br (7.055, 5.063, -4.749)  0.537
Br (5.805, 5.842, -7.580)  0.591
Br (5.116, 7.611, -5.010)  0.556
H (7.300, 7.125, -6.082)  -0.161
C (6.085, -12.231, 6.504)  -1.625
Br (5.224, -13.075, 8.010)  0.573
Br (6.307, -13.452, 5.029)  0.549
Br (5.163, -10.622, 5.960)  0.535
H (7.075, -11.937, 6.827)  -0.028
C (7.103, -0.216, -4.401)  -1.547
Br (8.592, -1.295, -3.818)  0.551
Br (5.493, -0.613, -3.396)  0.478
Br (7.519, 1.665, -4.357)  0.541
H (6.909, -0.478, -5.434)  -0.021
C (10.512, 8.371, -5.362)  -1.607
Br (9.806, 8.094, -3.588)  0.578
Br (11.659, 6.922, -5.913)  0.587
Br (9.101, 8.690, -6.641)  0.642
H (11.120, 9.266, -5.329)  -0.029
C (6.488, -6.283, -5.229)  -1.627
Br (6.973, -7.666, -6.484)  0.563
Br (5.509, -6.991, -3.725)  0.548
Br (8.018, -5.249, -4.660)  0.543
H (5.824, -5.602, -5.749)  -0.078

Cartesian forces (eV/Å) of the 3 atoms listed first:
C -0.9 -0.7 -0.3
C 0.7 0.8 0.1
C 0.5 -1.1 -0.5

=====

# 2
Here is C9H14NOS as an isolated structure in a non-equilibrium geometry from the Open Molecules 2025 dataset. Energies are from ωB97M-V with the def2-TZVPD basis set.

Properties
**ΔE to the lowest compared entry with this formula, charge and spin**: 0.000 eV
**Total charge**: +1
**Gap between HOMO and LUMO (spin up / spin down)**: 0.2909 / 0.2253 Ha
**Highest occupied orbital energy (spin up / spin down)**: -10.39 / -12.17 eV
**Spin multiplicity**: 3

Last column: natural (NBO) charge in e.
Atoms and positions in Å:
C (-3.758, 0.238, -0.211)  -0.281
C (-2.963, -0.366, 0.777)  -0.219
C (-2.898, 0.874, -1.063)  0.165
C (-1.651, -0.053, 0.466)  0.234
C (0.948, -1.538, -1.094)  -0.607
C (-0.417, -0.440, 1.047)  -0.149
C (1.718, -0.479, -0.323)  -0.042
C (2.408, 0.505, -1.253)  -0.643
C (1.485, 0.869, 1.733)  -0.413
N (0.762, 0.286, 0.587)  -0.388
O (-1.624, 0.704, -0.672)  -0.458
S (0.101, -2.608, 0.093)  0.202
H (-4.824, 0.206, -0.286)  0.258
H (-3.293, -0.955, 1.609)  0.251
H (-3.061, 1.461, -1.945)  0.227
H (0.220, -1.100, -1.778)  0.248
H (1.642, -2.157, -1.661)  0.276
H (-0.401, -0.790, 2.066)  0.249
H (2.438, -0.976, 0.333)  0.228
H (2.929, 1.286, -0.706)  0.227
H (1.691, 0.964, -1.933)  0.222
H (3.148, -0.016, -1.854)  0.256
H (1.872, 0.067, 2.359)  0.234
H (2.315, 1.483, 1.390)  0.233
H (0.815, 1.488, 2.327)  0.242
H (0.397, 1.046, -0.006)  0.447

Cartesian forces (eV/Å) of the 3 atoms listed first:
C 0.3 0.0 0.0
C -0.6 -0.1 -0.1
C -1.0 0.0 -0.1

=====

# 3
Here is C26H43N3PtS2 as an isolated structure in a non-equilibrium geometry from the Open Molecules 2025 dataset. Energies are from ωB97M-V with the def2-TZVPD basis set.

Properties
**Total charge**: +2
**Gap between HOMO and LUMO (spin up / spin down)**: 0.2838 / 0.2445 Ha
**Highest occupied orbital energy (spin up / spin down)**: -13.39 / -14.45 eV
**Spin multiplicity**: 3

Last column: Löwdin charge in e.
Atoms and positions in Å:
Pt (0.175, -0.585, -2.762)  0.852
S (1.783, 1.291, -2.646)  0.859
S (1.013, -2.575, -1.682)  0.851
C (0.366, 2.403, -2.938)  -0.329
C (2.468, 1.065, -4.332)  -0.391
C (1.851, -0.137, -5.026)  -0.233
N (1.843, -1.214, -3.982)  -0.268
C (1.383, -2.578, -4.415)  -0.234
C (1.604, -3.459, -3.195)  -0.372
H (3.549, 0.956, -4.174)  0.094
H (2.309, 2.007, -4.865)  0.101
H (2.402, -0.434, -5.925)  0.139
H (0.800, 0.058, -5.253)  0.114
H (1.905, -2.947, -5.313)  0.142
H (0.304, -2.476, -4.603)  0.115
H (2.658, -3.715, -3.019)  0.100
H (1.044, -4.397, -3.249)  0.095
C (-0.458, -3.622, -1.394)  -0.313
H (2.731, -1.269, -3.519)  0.106
H (-1.205, -3.485, -2.183)  0.056
H (-0.866, -3.331, -0.419)  0.051
H (-0.105, -4.661, -1.358)  0.064
H (-0.026, 2.618, -1.941)  0.020
H (-0.399, 1.892, -3.538)  0.037
H (0.706, 3.326, -3.411)  0.066
C (4.573, -1.062, -0.430)  -0.088
C (3.800, -0.833, 0.673)  -0.075
H (5.037, -0.216, -0.970)  0.051
H (4.757, -2.098, -0.782)  0.053
H (3.696, 0.198, 1.068)  0.049
H (3.260, -1.666, 1.160)  0.053
C (3.039, 2.119, 4.440)  -0.039
C (1.538, 2.358, 4.205)  -0.561
C (0.752, 1.394, 5.097)  -0.062
C (1.199, 3.795, 4.640)  -0.040
C (1.216, 2.168, 2.707)  -0.127
C (1.828, 3.041, 1.799)  0.020
C (1.558, 2.883, 0.433)  -0.103
N (0.692, 1.986, -0.044)  0.030
C (0.108, 1.119, 0.794)  -0.196
C (0.363, 1.178, 2.192)  0.063
C (-0.943, 0.237, 0.197)  -0.121
C (-2.103, -0.111, 0.928)  0.093
C (-3.175, -0.721, 0.279)  -0.125
C (-3.102, -0.999, -1.081)  0.005
C (-1.964, -0.638, -1.764)  -0.219
N (-0.928, -0.082, -1.135)  -0.088
C (-4.496, -1.118, 0.937)  -0.558
C (-5.640, -0.446, 0.159)  -0.031
C (-4.643, -2.642, 0.803)  -0.031
C (-4.541, -0.704, 2.408)  -0.045
H (3.287, 2.240, 5.503)  0.100
H (3.658, 2.817, 3.867)  0.084
H (3.308, 1.098, 4.147)  0.089
H (1.018, 1.568, 6.150)  0.099
H (-0.329, 1.553, 4.990)  0.092
H (0.995, 0.353, 4.854)  0.087
H (1.768, 4.546, 4.074)  0.082
H (0.129, 3.998, 4.494)  0.096
H (1.424, 3.941, 5.707)  0.100
H (2.484, 3.846, 2.118)  0.122
H (2.052, 3.518, -0.293)  0.113
H (-0.121, 0.449, 2.844)  0.112
H (-2.147, 0.184, 1.978)  0.121
H (-3.927, -1.456, -1.611)  0.122
H (-1.846, -0.814, -2.867)  0.097
H (-5.651, -0.756, -0.891)  0.078
H (-6.620, -0.696, 0.583)  0.104
H (-5.521, 0.644, 0.171)  0.101
H (-3.822, -3.150, 1.323)  0.094
H (-5.595, -2.987, 1.226)  0.104
H (-4.609, -2.956, -0.248)  0.081
H (-3.724, -1.193, 2.955)  0.092
H (-4.428, 0.385, 2.493)  0.097
H (-5.496, -0.999, 2.862)  0.103

Cartesian forces (eV/Å) of the 3 atoms listed first:
Pt 3.7 0.5 1.1
S 0.0 0.7 0.0
S -0.1 -1.4 0.1

=====

# 4
Here is C3H6N2O2 as an isolated structure in a non-equilibrium geometry from the Open Molecules 2025 dataset. Energies are from ωB97M-V with the def2-TZVPD basis set.

Properties
**ΔE to the lowest compared entry with this formula, charge and spin**: 4.554 eV
**Gap between HOMO and LUMO**: 0.3582 Ha
**Highest occupied orbital energy**: -9.00 eV

Last column: natural (NBO) charge in e.
Atoms and positions in Å:
N (0.521, -1.530, 0.166)  -0.834
C (0.669, -0.665, 1.205)  0.640
O (1.037, -0.996, 2.317)  -0.593
C (0.347, 0.795, 0.889)  -0.196
O (-1.026, 1.026, 0.490)  -0.480
C (-1.401, 1.154, -0.759)  0.287
N (-0.554, 0.494, -1.653)  -0.856
H (0.851, -2.474, 0.308)  0.403
H (0.451, -1.166, -0.774)  0.416
H (1.016, 1.179, 0.112)  0.209
H (0.468, 1.362, 1.813)  0.228
H (-1.595, 0.005, -1.517)  0.390
H (-0.784, 0.817, -2.597)  0.386

Cartesian forces (eV/Å) of the 3 atoms listed first:
N 0.2 -0.1 0.1
C 0.1 -0.1 0.1
O -0.1 0.1 -0.4

=====

# 5
Here is one molecule with the formula C5H7NO in a non-equilibrium geometry from the Open Molecules 2025 dataset. Energies are from ωB97M-V with the def2-TZVPD basis set.

Properties
**ΔE to the lowest compared entry with this formula, charge and spin**: 4.457 eV
**Gap between HOMO and LUMO**: 0.3808 Ha
**Highest occupied orbital energy**: -9.32 eV

Last column: natural (NBO) charge in e.
Atoms and positions in Å:
C (-2.637, 0.147, -0.448)  0.045
C (0.057, 1.022, 0.295)  -0.475
C (0.755, -0.101, -0.488)  0.072
C (-1.311, -0.035, 0.002)  0.327
C (1.869, -0.707, 0.346)  -0.644
N (-2.489, -0.260, 0.768)  -0.317
O (-0.398, -0.944, -0.609)  -0.528
H (-3.421, 0.362, -1.312)  0.229
H (0.074, 1.187, 1.412)  0.230
H (-0.218, 2.021, -0.225)  0.218
H (1.157, 0.146, -1.451)  0.185
H (1.649, -0.683, 1.422)  0.211
H (2.894, -0.414, 0.050)  0.220
H (2.021, -1.742, 0.237)  0.226

Cartesian forces (eV/Å) of the 3 atoms listed first:
C -1.1 0.2 -1.0
C -4.9 0.5 -0.8
C 0.7 0.0 1.9